# 1
{"formula": "C32H38GeN4O3RhS2", "method": "ωB97M-V with the def2-TZVPD basis set", "total_charge": 1, "fmax_ev_per_a": 0.5, "spin_multiplicity": 5, "lumo_ev": [-2.2, -4.0], "homo_lumo_gap_ev": [5.15, 5.72], "energy_ha": -4670.46770, "elements": ["Rh", "Ge", "S", "S", "O", "O", "O", "N", "N", "N", "N", "C", "C", "C", "C", "C", "C", "C", "C", "C", "C", "C", "C", "C", "C", "C", "C", "C", "C", "C", "C", "C", "C", "C", "C", "C", "C", "C", "C", "C", "C", "C", "C", "H", "H", "H", "H", "H", "H", "H", "H", "H", "H", "H", "H", "H", "H", "H", "H", "H", "H", "H", "H", "H", "H", "H", "H", "H", "H", "H", "H", "H", "H", "H", "H", "H", "H", "H", "H", "H", "H"], "positions_angstrom": [[0.3023, 0.7551, 0.0107], [1.6704, 3.8965, 0.3486], [-4.8079, 0.3295, 5.2386], [6.7662, 0.2210, 2.6137], [-1.8920, -0.8906, -0.6056], [-0.8710, 1.2852, -1.6989], [0.6663, -1.3037, -0.8370], [0.6122, -3.5095, -0.3826], [-2.0652, 1.1156, -3.5907], [1.7630, 0.2925, 1.3167], [-0.8491, 0.2759, 1.8957], [7.9558, 0.0571, 1.3995], [4.0761, 0.1020, 1.9254], [0.0333, -2.3221, -0.5204], [2.4287, 3.6331, -1.4313], [0.5881, 0.1177, 5.3209], [-1.7668, 0.2594, 4.5162], [-1.6711, 0.6546, -2.4082], [-1.6087, 2.4246, -4.0556], [3.7053, 0.0778, 3.2982], [-6.4242, 0.6541, 3.3038], [2.0520, -3.6586, -0.5731], [-0.4114, 0.1885, 4.2823], [7.3966, -0.1354, 0.1759], [-4.1308, 0.4460, 3.6615], [0.0382, 0.2130, 2.9378], [-2.6757, 0.3586, 3.4527], [-3.0819, 0.4387, -4.3920], [1.9020, 0.0909, 5.0266], [-2.1484, 0.3661, 2.1674], [-5.1205, 0.6210, 2.7360], [-2.2295, -0.6853, -1.9531], [3.0672, 3.7146, 1.6916], [5.9763, -0.1525, 0.2290], [0.2242, 2.6074, 0.6010], [-0.0954, -4.7184, 0.0204], [1.3973, 0.2123, 2.6419], [2.3756, 0.1308, 3.6579], [0.8297, 5.6423, 0.5011], [-1.4694, -2.1889, -0.2708], [3.0791, 0.2289, 0.9962], [5.4799, 0.0327, 1.4887], [-6.4029, 0.5058, 4.6539], [0.4154, 5.7756, 1.5008], [-7.3319, 0.7862, 2.7331], [-3.0230, 0.8247, -5.4058], [3.3104, 0.2977, -0.0595], [-7.2348, 0.4942, 5.3395], [9.0016, 0.1108, 1.6552], [7.9717, -0.2651, -0.7293], [5.3537, -0.3098, -0.6416], [-1.3071, 2.3436, -5.0982], [1.5737, 6.4211, 0.3280], [-2.9060, -0.6340, -4.4382], [-4.0873, 0.6257, -4.0108], [2.6369, 3.6334, 2.6908], [2.7907, 2.6091, -1.5482], [-0.7661, 2.7484, -3.4560], [-2.1245, 0.2483, 5.5403], [3.2679, 4.3111, -1.5900], [4.4629, 0.0029, 4.0693], [-1.6804, -2.3347, 0.7897], [1.6764, 3.8254, -2.1975], [-3.3177, -0.6835, -2.0619], [2.4677, -2.7346, -0.9571], [3.7007, 4.6029, 1.6569], [-4.9355, 0.7325, 1.6763], [-2.0218, -2.9421, -0.8377], [-0.6960, 2.9323, 1.0831], [3.6896, 2.8412, 1.5099], [0.2564, 0.0919, 6.3517], [-1.8288, -1.4698, -2.6037], [2.5257, -3.9010, 0.3789], [-2.8020, 0.4202, 1.3061], [-2.4120, 3.1574, -3.9709], [2.6391, 0.0391, 5.8186], [0.4427, -5.1848, 0.8451], [-0.1423, -5.4267, -0.8078], [0.0281, 5.7570, -0.2285], [-1.1027, -4.5036, 0.3605], [2.2385, -4.4681, -1.2787]]}

# 2
{"formula": "H22O11", "method": "ωB97M-V with the def2-TZVPD basis set", "total_charge": 0, "fmax_ev_per_a": 2.5, "lumo_ev": -0.4, "homo_lumo_gap_ev": 9.33, "smiles": "O.O.O.O.O.O.O.O.O.O.O", "energy_ha": -840.81479, "elements": ["O", "O", "O", "O", "O", "O", "O", "O", "O", "O", "O", "H", "H", "H", "H", "H", "H", "H", "H", "H", "H", "H", "H", "H", "H", "H", "H", "H", "H", "H", "H", "H", "H"], "positions_angstrom": [[1.4081, 1.1602, -1.3992], [-1.0519, -1.2488, -1.4142], [0.1861, -0.0698, 0.5758], [3.3281, -0.4218, 0.6818], [0.7131, 3.7122, 1.3008], [-1.3219, 1.6392, 1.8218], [1.3481, -1.1728, 2.7778], [-3.0679, 1.2422, -1.0862], [0.3311, -0.4158, -3.7022], [1.9651, -1.7208, -1.2742], [-2.3609, -2.6778, 0.4198], [-2.3159, 1.5212, -0.5402], [1.1461, 4.5542, 1.0598], [0.1181, -0.9748, -2.9592], [0.2051, 3.4142, 0.5018], [-3.4659, 2.0842, -1.3422], [-0.4549, 0.1612, -3.7322], [3.2741, -1.1158, 1.3448], [1.5231, -2.5068, -1.0042], [0.5091, -1.5148, 3.0898], [2.9491, 0.3402, 1.0768], [-1.8559, -1.0528, -1.9152], [-2.0229, 1.3872, 2.4458], [1.2771, 0.4202, -2.0092], [-2.3329, -3.4198, 1.0208], [-1.1589, -1.9998, -0.8212], [0.9871, 0.8342, -0.6192], [1.1131, -0.6238, 2.0658], [-0.1399, -0.5598, -0.1872], [-0.4859, 0.5942, 0.9088], [2.3701, -1.3898, -0.4522], [-2.1159, -1.9478, 0.9598], [-0.5999, 1.7682, 2.4068]]}

# 3
{"formula": "C39H75BrCl34F3N4O7P2S", "method": "ωB97M-V with the def2-TZVPD basis set", "total_charge": 1, "fmax_ev_per_a": 7.3, "lumo_ev": -3.3, "homo_lumo_gap_ev": 7.12, "energy_ha": -21877.18759, "elements": ["Br", "Cl", "Cl", "Cl", "Cl", "Cl", "Cl", "Cl", "Cl", "Cl", "Cl", "Cl", "Cl", "Cl", "Cl", "Cl", "Cl", "Cl", "Cl", "Cl", "Cl", "Cl", "Cl", "Cl", "Cl", "Cl", "Cl", "Cl", "Cl", "Cl", "Cl", "Cl", "Cl", "Cl", "Cl", "S", "P", "P", "F", "F", "F", "O", "O", "O", "O", "O", "O", "O", "N", "N", "N", "N", "C", "C", "C", "C", "C", "C", "C", "C", "C", "C", "C", "C", "C", "C", "C", "C", "C", "C", "C", "C", "C", "C", "C", "C", "C", "C", "C", "C", "C", "C", "C", "C", "C", "C", "C", "C", "C", "C", "C", "H", "H", "H", "H", "H", "H", "H", "H", "H", "H", "H", "H", "H", "H", "H", "H", "H", "H", "H", "H", "H", "H", "H", "H", "H", "H", "H", "H", "H", "H", "H", "H", "H", "H", "H", "H", "H", "H", "H", "H", "H", "H", "H", "H", "H", "H", "H", "H", "H", "H", "H", "H", "H", "H", "H", "H", "H", "H", "H", "H", "H", "H", "H", "H", "H", "H", "H", "H", "H", "H", "H", "H", "H", "H", "H"], "positions_angstrom": [[2.0500, 0.2112, -4.9190], [2.3091, 2.5689, 4.8037], [10.5791, 8.2086, 0.6360], [11.1190, -2.1694, -8.4024], [2.4344, 4.5837, -1.5555], [8.4496, 3.3226, 0.7366], [2.5389, 1.0902, 2.2981], [8.6666, -0.5896, -8.3665], [-1.0106, 1.9651, 6.1279], [2.2772, -1.8773, -7.9029], [-7.4432, -2.9923, -8.8429], [-7.2306, 2.4924, 13.8048], [1.5823, -7.1116, -9.8016], [1.3222, -5.6301, -7.3024], [-3.9299, 1.2682, 7.1097], [-5.2659, -6.7364, 0.9316], [-6.4247, -6.2255, -3.5523], [-6.3804, 2.4891, 11.0146], [-5.4399, -3.4586, 5.9478], [6.0282, 4.9490, 0.7715], [3.3736, 4.6623, -4.3252], [9.8744, 7.1986, -2.0075], [3.5911, 0.7154, -8.1433], [-5.1288, -4.4277, -1.6563], [1.2765, -0.7908, 4.8887], [6.7886, -2.0085, -4.6955], [-8.1693, -2.1160, -2.3440], [1.0227, 0.4661, 7.5900], [-9.4696, -3.9108, -4.2423], [-3.2028, 2.3610, 9.7157], [-2.8957, -5.0681, 1.2591], [-5.7363, -1.9600, 8.4332], [9.3408, -2.8251, -3.5523], [3.0102, -2.7607, 3.6246], [-9.1541, -0.9997, -7.5730], [3.6067, -3.0539, -0.1119], [-3.5176, 1.4238, 2.7967], [3.0431, -1.2805, 0.5487], [6.0410, -1.1100, -1.0533], [6.4837, 0.5417, 0.6397], [7.3389, 0.7702, -1.4821], [-3.7054, 0.0572, 3.7855], [-4.7182, 1.7387, 1.8872], [-3.2906, 2.7530, 3.8823], [-5.0082, -1.1631, -0.9313], [0.8783, 3.3937, -0.0598], [-4.2843, -1.3125, -3.1901], [4.1917, 1.7339, 0.0358], [1.3039, 2.1282, -2.1972], [0.4894, 1.0748, -2.5227], [0.4978, -2.0186, -0.6629], [2.0876, -0.3044, -0.5493], [-5.8759, 2.7199, 12.6935], [-9.5375, -2.3350, -3.4425], [3.9577, 0.5542, -2.2618], [6.8337, 3.5125, 1.4227], [8.0636, -1.6038, -3.5445], [0.0108, 1.9167, 7.5712], [0.1664, 3.0522, -4.2619], [-4.1607, -0.8025, -2.0355], [1.4114, -0.0229, -3.0693], [-7.9414, -2.2599, -7.3137], [-1.4468, -0.1018, 1.3604], [2.6179, -0.5089, -8.9685], [0.1183, -0.0252, 0.9900], [-4.2163, 1.1955, 8.8533], [-6.4970, -4.6498, -2.7557], [2.5068, -2.0320, 5.1556], [-0.3111, 0.3455, -1.4837], [-3.0031, 0.3225, -1.8729], [1.2417, 2.7199, -1.0656], [3.1367, 2.4586, 3.2479], [-3.6409, -6.6330, 1.6155], [-4.6066, -0.9298, 3.1999], [-3.0457, 3.9779, 3.1416], [-1.9801, 1.3871, 1.6962], [-4.8738, -2.0756, 6.8939], [4.8569, 1.1784, -1.1126], [-6.1734, -0.6085, 3.4115], [0.5694, -0.5818, -0.4477], [6.1824, 0.2812, -0.7235], [2.1636, -5.7384, -8.8537], [0.2350, -3.2916, 1.6316], [-0.2901, -2.9106, 0.1661], [-1.5920, -0.4851, -2.0957], [-0.4168, 1.6746, -3.6287], [9.5115, -1.9889, -7.6911], [2.6055, -0.2539, -1.9487], [9.5591, 7.0868, -0.2717], [-1.6188, 4.6592, 3.4364], [3.8273, 4.8253, -2.6270], [-1.5983, 5.2305, 4.4336], [-3.0257, -7.4234, 1.1875], [-1.8016, -1.4575, -1.5262], [1.9890, -4.8215, -9.4153], [2.9634, 3.3784, 2.6895], [-9.5117, -1.5522, -4.2000], [-6.7437, -1.4696, 3.9258], [0.3820, 1.1033, 1.0057], [8.4930, -0.6406, -3.8179], [-6.2303, 0.3599, 4.0280], [6.2406, 2.6325, 1.1795], [-5.4880, 3.7309, 12.8103], [-1.4065, -2.6036, 0.2892], [1.6758, -0.0606, -9.2812], [-3.8466, 4.7379, 3.4806], [0.0740, -2.4832, 2.4299], [3.3729, -1.5783, 5.6362], [-5.2616, 1.4224, 9.0498], [0.6532, 2.7966, 7.5793], [4.5873, 4.0807, -2.3915], [2.0934, -2.8085, 5.7980], [2.4319, -1.6042, 1.8165], [-5.0975, 1.9961, 12.9315], [-0.5268, 3.2650, -5.1705], [4.1733, 2.7196, 0.0052], [-10.4634, -2.2670, -2.8730], [-2.1958, 1.9844, 0.7287], [-3.1981, 1.0916, -2.6989], [-3.8093, -2.1946, 7.0925], [2.8968, -1.3581, -2.2061], [0.9684, -2.4067, -1.4769], [-8.3661, -3.0315, -6.6733], [-7.0697, -1.8185, -6.8319], [9.7671, 6.0702, 0.0613], [-0.3651, -3.9280, -0.3939], [8.9302, -2.8865, -7.8977], [-0.7468, 3.9061, 3.4407], [3.2301, -5.8612, -8.6698], [-0.7335, 0.9091, -4.4064], [-0.6256, 1.9163, 8.4556], [-0.3973, -4.2012, 1.9791], [4.6562, -0.0897, -2.9301], [-6.6319, -0.3799, 2.3728], [9.6136, -1.8553, -6.6148], [-7.4216, -4.5831, -2.1870], [4.2904, -0.6630, 0.9721], [-3.1611, 3.8796, 2.0073], [7.6365, -1.5417, -2.5461], [1.3181, -3.6839, 1.5877], [4.2043, 2.3284, 3.4229], [0.0087, 3.9591, -3.5637], [5.3735, 2.1101, -1.5894], [-0.9038, 1.1732, -0.9187], [-6.4722, -3.8685, -3.5128], [-1.1589, 1.9922, 2.2448], [-1.4359, -0.7999, -3.1850], [1.2152, 2.9686, -4.6838], [8.5135, 7.3292, -0.0855], [-1.3323, 2.0761, -3.0376], [-5.0429, -1.1631, 6.3238], [-5.0355, -2.1562, -0.9635], [-1.5822, -0.7090, 2.3399], [6.9172, 3.6136, 2.5043], [0.8539, -1.0378, -3.1365], [-3.7027, -6.7575, 2.6958], [-3.1132, 0.7313, -0.8117], [-4.4002, -1.0732, 2.0789], [-3.9836, 0.1929, 9.2090], [-4.4066, -1.9326, 3.7451], [4.2274, 5.8255, -2.4630], [0.6523, -0.4668, 1.8900], [-1.3793, 5.4301, 2.6047], [-2.1145, -0.6019, 0.5828], [3.1637, -0.8664, -9.8406], [3.6825, 1.4495, -2.9510]]}

# 4
{"formula": "C4H13NO4", "method": "ωB97M-V with the def2-TZVPD basis set", "total_charge": 0, "fmax_ev_per_a": 1.4, "lumo_ev": 0.2, "homo_lumo_gap_ev": 8.57, "smiles": "c1cc[nH]c1.O.O.O.O", "energy_ha": -515.91604, "elements": ["O", "O", "O", "O", "N", "C", "C", "C", "C", "H", "H", "H", "H", "H", "H", "H", "H", "H", "H", "H", "H", "H"], "positions_angstrom": [[-2.5840, -1.1665, 0.9220], [-1.0234, 1.5766, 2.4174], [2.7623, 0.7903, 1.6306], [1.1244, -1.4685, 0.9057], [-0.8896, -0.2278, -1.1430], [-0.1575, 0.9059, -1.0462], [0.4885, -0.2038, -2.9189], [-0.5038, -0.9226, -2.2695], [0.7705, 0.8884, -2.0744], [2.8391, 0.0318, 2.2227], [0.5575, -0.7132, 0.6484], [-0.2333, 1.6210, -0.2436], [-1.8499, -1.6774, 1.2753], [-0.1971, 1.6400, 2.9429], [-2.6720, -0.4320, 1.5121], [2.0251, 0.4507, 1.0867], [1.4807, 1.6913, -2.1982], [1.1398, -0.4892, -3.7259], [-1.0627, -1.8216, -2.4778], [1.3838, -1.8033, 0.0423], [-1.6748, 1.8164, 3.1050], [-1.7236, -0.4867, -0.6135]]}